# 1
C12H15N3S in the gas phase, computed with ωB97M-V/def2-TZVPD.

## Properties
SMILES string: CCn1c(CCc2ccccc2)n[nH]c1=S
Gap between HOMO and LUMO in eV: 8.739

```
31
C12H15N3S | the Open Molecules 2025 dataset | ωB97M-V/def2-TZVPD
C -3.5672 0.0339 0.1026
H -4.5142 -0.4961 0.3921
H -4.0984 0.7364 -0.6758
H -2.8869 -0.6232 -0.5057
C -2.8735 0.8410 0.9928
N -1.6866 1.5738 0.7699
C -0.2510 1.3717 0.9284
N 0.1916 2.2384 0.2153
N -0.7016 3.1193 -0.1751
C -1.9717 2.8194 0.1507
S -3.4244 3.3514 -0.0670
H -0.4332 3.9047 -0.5886
C 0.2176 0.2165 1.2508
H 1.1494 0.2739 1.7558
H -0.3960 -0.2057 2.1901
C 0.2934 -1.1123 0.5271
C 1.5628 -1.1184 -0.2942
C 2.1703 -0.1643 -0.8863
C 3.1253 -0.3930 -1.6199
C 3.9355 -1.6349 -1.5368
C 3.3207 -2.7173 -1.1140
C 2.2069 -2.6345 -0.1880
H 1.6238 -3.4466 0.2403
H 3.8632 -3.6967 -0.8793
H 4.6684 -1.9004 -2.3548
H 3.6583 0.5167 -2.0929
H 1.7083 0.9256 -0.9597
H -0.7432 -1.0986 -0.2748
H 0.0887 -2.0338 1.0643
H -2.5224 0.0615 1.9917
H -3.7139 1.2914 1.6409
```

For reference, the natural (NBO) charges in units of e are: -0.655, 0.247, 0.224, 0.203, -0.214, -0.434, 0.361, -0.239, -0.362, 0.159, -0.139, 0.398, -0.498, 0.255, 0.245, -0.371, 0.048, -0.336, -0.127, -0.246, -0.222, -0.212, 0.213, 0.209, 0.220, 0.206, 0.239, 0.193, 0.235, 0.156, 0.243

# 2
2 unconnected molecules or ions with the total composition CHF3N2, computed with ωB97M-V/def2-TZVPD.

## Properties
Gap between HOMO and LUMO (spin up / spin down) in eV: 10.948 / 8.860

```
7
CHF3N2 | the Open Molecules 2025 dataset | ωB97M-V/def2-TZVPD
C 0.5310 -1.4676 0.2028
N 0.6815 -0.2813 -0.0514
N -0.6166 1.7274 -0.7783
F -0.5333 -2.3198 0.1680
F 0.1480 2.5712 -0.1486
F -1.6828 1.5972 0.0142
H 1.4721 -1.8272 0.5931
```

For reference, the natural (NBO) charges in units of e are: 0.344, -0.236, 0.427, -0.306, -0.189, -0.219, 0.178

# 3
2 unconnected molecules or ions with the total composition C3H10N2O, computed with ωB97M-V/def2-TZVPD.

## Properties
SMILES string: C/N=C/N.CO
Gap between HOMO and LUMO in eV: 10.255

```
16
C3H10N2O | the Open Molecules 2025 dataset | ωB97M-V/def2-TZVPD
C 0.8615 1.1329 1.4272
N 0.5174 -0.0676 0.6820
C 0.2604 -1.1021 1.3679
N -0.0065 -2.3030 0.8025
H 0.9655 1.9698 0.7388
H 1.8086 1.0180 1.9572
H 0.0923 1.4082 2.1552
H -0.8408 0.0878 -0.6774
H 0.2638 -1.0848 2.4619
H -0.1213 -2.3355 -0.1970
H -0.4590 -3.0156 1.3421
C -0.6381 0.8763 -2.4415
O -1.4245 0.2805 -1.4324
H -1.1668 1.7312 -2.8669
H 0.3232 1.2237 -2.0587
H -0.4357 0.1801 -3.2610
```

For reference, the natural (NBO) charges in units of e are: -0.432, -0.557, 0.300, -0.798, 0.205, 0.189, 0.185, 0.490, 0.145, 0.402, 0.392, -0.244, -0.763, 0.166, 0.166, 0.154

Result set for energy relative to the best compared isomer or geometry (same formula, charge and spin): 877.5; 784.7; 120.2 kJ/mol, one per record in the order listed.